# 1
Density functional theory data (wB97M-V/def2-TZVPD) for a cluster of 4 separate species, C22H51BIO6S3 in total.

Last column: Mulliken charge in e.
Geometry (Å):
C (-0.748, -4.169, -1.080)  -0.3639
O (0.443, -3.950, -1.825)  -0.4321
C (0.984, -2.644, -1.720)  -0.1615
C (1.774, -2.338, -2.978)  -0.9229
C (2.239, -0.887, -2.996)  -0.3128
C (3.414, -0.596, -2.040)  -0.9300
C (3.109, 0.599, -1.157)  0.3569
C (4.218, 1.022, -0.212)  -1.4505
C (3.801, 2.261, 0.619)  -0.0551
C (3.495, 1.915, 2.091)  -1.5451
C (2.121, 2.326, 2.636)  2.1150
C (2.149, 3.659, 3.373)  -2.2741
O (1.820, 1.350, 3.654)  -0.7320
B (0.492, 0.806, 3.397)  1.4934
I (0.886, -1.240, 2.337)  -0.4488
O (-0.129, 1.749, 2.523)  -0.9866
C (0.915, 2.210, 1.661)  0.3076
C (0.469, 3.505, 1.008)  -1.1525
C (-0.586, 3.360, -0.104)  0.8777
C (-0.143, 2.385, -1.219)  -0.8008
C (-1.978, 3.015, 0.439)  -1.7200
H (-1.590, -4.298, -1.760)  0.2382
H (-0.621, -5.078, -0.502)  -0.0176
H (-0.957, -3.355, -0.392)  0.2706
H (1.627, -2.570, -0.839)  0.1820
H (0.194, -1.901, -1.620)  0.2794
H (2.603, -3.034, -3.097)  0.2457
H (1.098, -2.506, -3.817)  0.3520
H (2.476, -0.558, -4.004)  0.4734
H (1.394, -0.277, -2.676)  0.0217
H (4.314, -0.408, -2.626)  0.4123
H (3.625, -1.479, -1.440)  0.4148
H (2.855, 1.440, -1.802)  0.3750
H (2.245, 0.345, -0.545)  -0.0886
H (4.441, 0.192, 0.456)  0.3337
H (5.133, 1.239, -0.765)  0.3788
H (2.923, 2.696, 0.150)  -0.0368
H (4.590, 3.005, 0.546)  0.6196
H (3.552, 0.843, 2.226)  0.5035
H (4.251, 2.368, 2.732)  0.4005
H (1.148, 3.894, 3.719)  0.3555
H (2.555, 4.477, 2.777)  0.2389
H (2.767, 3.497, 4.250)  0.6082
H (-0.137, 0.523, 4.380)  -0.3742
H (1.057, 1.395, 0.953)  -0.7983
H (1.345, 3.972, 0.556)  0.3536
H (0.068, 4.160, 1.775)  0.4511
H (-0.679, 4.338, -0.575)  0.5434
H (0.844, 1.979, -1.037)  -0.5370
H (-0.110, 2.896, -2.175)  0.3200
H (-0.832, 1.546, -1.286)  0.5065
H (-1.936, 2.318, 1.267)  0.2669
H (-2.571, 2.552, -0.346)  0.4485
H (-2.497, 3.912, 0.769)  0.3694
C (-2.781, 0.908, 4.411)  -0.7142
S (-4.546, 1.168, 4.224)  0.4524
O (-4.748, 2.358, 3.353)  -0.6124
C (-4.830, 1.720, 5.915)  -0.9390
H (-2.372, 0.594, 3.454)  0.0859
H (-2.301, 1.836, 4.721)  0.3041
H (-2.615, 0.124, 5.150)  0.4666
H (-4.216, 2.598, 6.116)  0.2897
H (-4.582, 0.913, 6.605)  0.3367
H (-5.884, 1.976, 6.013)  0.3306
C (-0.798, -8.319, 0.043)  -0.9095
S (-2.412, -7.531, 0.140)  0.5291
O (-2.270, -6.360, 1.034)  -0.5640
C (-3.203, -8.830, 1.102)  -0.9467
H (-0.136, -7.646, -0.497)  0.2999
H (-0.415, -8.487, 1.049)  0.3019
H (-0.887, -9.261, -0.499)  0.3673
H (-2.661, -8.973, 2.036)  0.3005
H (-3.219, -9.753, 0.521)  0.3523
H (-4.222, -8.511, 1.311)  0.3160
C (-2.570, 2.514, -5.199)  -0.9261
S (-0.815, 2.175, -5.386)  0.5585
O (-0.095, 3.143, -4.525)  -0.5929
C (-0.679, 2.778, -7.076)  -1.0076
H (-2.848, 2.246, -4.182)  0.2810
H (-2.756, 3.576, -5.365)  0.3062
H (-3.134, 1.907, -5.907)  0.3642
H (-0.996, 3.821, -7.118)  0.3106
H (-1.295, 2.162, -7.731)  0.3697
H (0.365, 2.698, -7.371)  0.3165

Results
Kohn-Sham gap = 0.2434 Ha
Net charge = -1

---

# 2
Density functional theory data (wB97M-V/def2-TZVPD) for a cluster of 4 separate species, C22H51FN4O11S in total.

Last column: Mulliken charge in e.
Geometry (Å):
O (2.341, -1.264, 1.118)  -0.5367
C (1.594, -1.350, 0.176)  0.4768
O (0.266, -1.480, 0.313)  -0.5018
N (1.995, -1.325, -1.230)  0.3655
C (2.668, -2.583, -1.645)  -1.0805
C (2.051, -3.061, -2.944)  0.6875
C (2.843, -2.754, -4.167)  -0.7474
O (1.581, -2.092, -3.766)  -0.4371
S (2.925, 0.026, -1.462)  1.0149
O (2.144, 1.121, -1.023)  -0.5472
O (3.342, 0.138, -2.805)  -0.6381
F (4.225, -0.095, -0.656)  -0.1903
H (-0.126, -1.030, -0.447)  0.3859
H (3.723, -2.453, -1.826)  0.4824
H (2.459, -3.362, -0.923)  0.2197
H (1.544, -3.999, -2.919)  0.2441
H (3.479, -1.884, -4.190)  0.2293
H (2.571, -3.181, -5.116)  0.3961
C (2.860, -9.755, 0.206)  -0.7174
O (1.453, -9.667, 0.330)  -0.3444
C (1.003, -9.404, 1.653)  -0.8096
C (0.388, -8.025, 1.749)  -0.1676
N (1.405, -6.987, 1.626)  -0.3021
C (0.868, -5.637, 1.478)  -0.7666
C (0.061, -5.327, 0.221)  -0.6301
O (0.825, -5.349, -0.977)  -0.2499
C (0.958, -6.623, -1.589)  -0.6851
H (3.081, -10.091, -0.805)  0.2400
H (3.341, -8.783, 0.361)  0.2977
H (3.274, -10.480, 0.913)  0.3463
H (1.808, -9.528, 2.383)  0.4102
H (0.230, -10.144, 1.881)  0.4008
H (-0.112, -7.921, 2.716)  0.3587
H (-0.372, -7.948, 0.960)  0.1853
H (1.982, -7.189, 0.821)  0.0662
H (1.721, -4.953, 1.501)  0.4464
H (0.256, -5.406, 2.354)  0.3886
H (-0.304, -4.301, 0.319)  0.3114
H (-0.827, -5.959, 0.122)  0.4535
H (0.091, -7.259, -1.405)  0.3164
H (1.865, -7.131, -1.251)  0.2039
H (1.054, -6.469, -2.665)  0.3172
C (1.539, 3.186, -3.453)  -0.0727
O (0.132, 3.274, -3.292)  -0.3980
C (-0.267, 3.412, -1.936)  -0.8308
C (-0.864, 4.780, -1.678)  0.2100
N (0.158, 5.817, -1.727)  -0.3507
C (-0.369, 7.179, -1.718)  -0.6933
C (-1.210, 7.624, -2.911)  -0.4977
O (-0.489, 7.720, -4.123)  -0.4263
C (-0.387, 6.519, -4.868)  -0.5212
H (1.741, 2.939, -4.495)  0.3026
H (2.031, 4.139, -3.227)  0.2687
H (1.952, 2.398, -2.827)  -0.2144
H (0.560, 3.205, -1.253)  0.3892
H (-1.041, 2.658, -1.758)  0.2924
H (-1.332, 4.788, -0.688)  0.1988
H (-1.649, 4.944, -2.430)  0.1951
H (0.707, 5.695, -2.568)  0.0803
H (0.491, 7.851, -1.654)  0.3719
H (-0.951, 7.322, -0.802)  0.3903
H (-1.562, 8.636, -2.696)  0.3611
H (-2.109, 7.009, -3.043)  0.3420
H (-1.257, 5.873, -4.725)  0.2755
H (0.523, 5.970, -4.613)  0.1671
H (-0.322, 6.787, -5.922)  0.2939
C (-0.727, 2.374, 1.909)  -0.3080
O (-2.070, 1.991, 2.146)  -0.3580
C (-2.259, 1.257, 3.349)  -0.8479
C (-3.055, 2.068, 4.349)  -0.1976
N (-2.270, 3.184, 4.862)  -0.3234
C (-3.038, 4.144, 5.650)  -0.6868
C (-4.130, 4.935, 4.937)  -0.4897
O (-3.646, 5.846, 3.968)  -0.4354
C (-3.439, 5.309, 2.675)  -0.5018
H (-0.679, 2.804, 0.910)  -0.1397
H (-0.395, 3.132, 2.626)  0.3009
H (-0.057, 1.511, 1.949)  0.3121
H (-1.307, 0.930, 3.775)  0.3986
H (-2.834, 0.362, 3.092)  0.4100
H (-3.346, 1.424, 5.184)  0.3925
H (-3.969, 2.408, 3.843)  0.1831
H (-1.854, 3.676, 4.083)  0.0665
H (-2.323, 4.864, 6.056)  0.3670
H (-3.479, 3.622, 6.504)  0.4015
H (-4.629, 5.547, 5.693)  0.3430
H (-4.905, 4.288, 4.507)  0.3427
H (-4.134, 4.495, 2.451)  0.2962
H (-2.411, 4.957, 2.551)  0.1520
H (-3.599, 6.110, 1.953)  0.2954

Results
Kohn-Sham gap = 0.3266 Ha